[1]
Density functional theory data (ωB97M-V/def2-TZVPD) for a structure of composition C6H10ClN at a distorted geometry.

Cartesian coordinates (Å):
C 1.333 -1.175 -1.526
C 0.481 0.207 -1.432
C 0.875 1.024 -0.116
C -0.222 0.589 0.757
C -1.513 1.030 1.107
C -1.275 0.814 -0.413
H 2.627 -1.346 -1.011
H 0.803 -2.017 -0.690
H 1.096 -1.547 -2.507
H 0.599 0.748 -2.403
H 1.158 2.017 -0.267
H 1.852 0.521 0.117
H -2.007 0.264 1.822
H -1.346 2.199 1.503
H -0.933 1.891 -0.815
H -1.432 -0.113 -2.238
N -1.008 -0.178 -1.203
Cl 0.387 -0.959 1.450

As for the max |F|: 0.1568 Eh/bohr. The total charge is 0. The total energy comes out at -749.276614 Eh. The HOMO-LUMO gap is 8.7 eV.

---

[2]
Density functional theory data (ωB97M-V/def2-TZVPD) for an isolated molecule of C6H10ClN3O at a distorted geometry.

Cartesian coordinates (Å):
C 3.701 -0.640 0.470
N 2.284 -0.240 0.265
C 1.349 -1.103 -0.097
O 1.692 -2.186 -0.518
N 0.018 -0.610 -0.041
N -0.783 -0.590 1.140
C -1.659 0.574 1.084
C -2.269 0.661 -0.281
C -2.436 -0.790 -0.645
C -1.172 -1.374 0.030
Cl -1.134 -3.031 0.178
H 3.918 -0.423 1.511
H 4.056 -1.545 0.100
H 4.398 0.074 -0.059
H 2.213 0.731 0.472
H -1.304 1.454 1.576
H -2.434 0.359 1.904
H -1.524 1.160 -0.880
H -3.129 1.224 -0.247
H -3.382 -0.933 -0.179
H -2.537 -1.060 -1.767

The SMILES is CNC(=O)N1N2CCC[C@]21Cl. As for the max |F|: 0.0714 Eh/bohr. The total charge is 0. The total energy comes out at -934.235694 Eh. The HOMO-LUMO gap is 10.2 eV.

---

[3]
Density functional theory data (ωB97M-V/def2-TZVPD) for a cluster of 2 separate species, C6H10ClNO in total at a distorted geometry.

Cartesian coordinates (Å):
C 0.145 -1.351 3.102
C -0.573 -1.368 1.937
C -0.257 -0.591 0.786
C 0.959 -0.291 0.313
O 2.154 -0.297 0.899
H -0.130 -2.053 3.933
H 1.084 -0.779 3.135
H -1.528 -1.766 2.086
H -1.130 -0.443 0.161
H 1.009 0.308 -0.588
H 2.045 -0.684 1.791
C -1.538 0.711 -2.399
N -0.178 1.026 -2.591
C 0.599 1.694 -1.953
Cl 2.258 1.878 -2.518
H -1.459 -0.306 -2.441
H -1.784 0.862 -1.369
H -2.040 1.205 -3.154
H 0.364 2.245 -1.131

The SMILES is C=C/C=C\O.C/N=C/Cl. As for the max |F|: 0.0806 Eh/bohr. The total charge is 0. The total energy comes out at -824.678464 Eh. The HOMO-LUMO gap is 9.2 eV.

---

[4]
Density functional theory data (ωB97M-V/def2-TZVPD) for a structure of composition C6H10EuO3 at a distorted geometry.

Cartesian coordinates (Å):
O 2.117 -0.854 0.493
Eu 4.590 0.428 0.174
O 2.026 1.002 -0.712
C 1.557 -0.023 -0.227
O 0.156 -0.263 -0.427
C -0.702 0.880 -0.861
H -1.493 0.396 -1.439
H -0.054 1.467 -1.513
C -1.201 1.648 0.313
C -0.839 2.910 0.542
H -1.932 1.157 0.961
H -1.267 3.475 1.372
H -0.122 3.424 -0.101
C -0.424 -1.364 0.468
C -0.272 -2.714 -0.172
H 0.058 -1.291 1.443
H -1.469 -1.062 0.601
H 0.774 -2.926 -0.426
H -0.604 -3.450 0.572
H -0.899 -2.841 -1.062

Its expectation value of S² is 20.007. As for the multiplicity: 9. As for the max |F|: 0.0441 Eh/bohr. The total charge is +1. The total energy comes out at -1170.348434 Eh. The HOMO-LUMO gap (alpha / beta) is 6.0 / 10.8 eV.

---

[5]
Density functional theory data (ωB97M-V/def2-TZVPD) for a cluster of 2 separate species, C6H10F2 in total at a distorted geometry.

Cartesian coordinates (Å):
C -0.195 0.483 0.671
C -0.417 -0.033 -0.524
C 0.710 -0.356 -1.520
C -1.779 -0.120 -1.061
H -0.878 0.889 1.351
H 0.828 0.564 1.069
H 1.677 0.031 -1.088
H 0.281 -0.091 -2.528
H 0.771 -1.451 -1.534
H -2.496 0.201 -0.266
H -1.934 -1.223 -1.341
H -1.806 0.360 -2.005
F 1.062 -0.457 4.423
C 1.360 -1.658 3.789
C 0.448 -2.192 3.014
F -0.565 -1.468 2.670
H 2.377 -2.069 4.000
H 0.531 -3.170 2.504

The SMILES is C=C(C)C.F/C=C\F. As for the max |F|: 0.0542 Eh/bohr. The total charge is 0. The total energy comes out at -434.248773 Eh. The HOMO-LUMO gap is 9.9 eV.

---

[6]
Density functional theory data (ωB97M-V/def2-TZVPD) for a structure of composition C6H10F4Li2N2O14S4 at a distorted geometry.

Cartesian coordinates (Å):
Li 1.602 2.102 -2.629
Li 0.496 1.039 -0.619
N 0.069 2.773 -1.453
S -0.022 4.046 -0.270
O -1.021 3.987 0.777
O 0.425 5.406 -0.691
F 1.229 3.495 0.550
S -1.197 3.226 -2.106
O -1.103 4.394 -2.876
O -2.481 2.947 -1.493
F -1.133 2.134 -3.231
N 1.951 0.270 -1.638
S 3.584 0.271 -1.054
O 4.494 1.116 -1.815
O 4.133 -0.926 -0.356
F 3.295 1.276 0.159
S 1.950 -1.157 -2.080
O 1.540 -2.132 -1.098
O 2.927 -1.580 -3.066
F 0.644 -1.087 -2.952
C 0.901 -2.439 3.229
C -0.598 -2.126 3.234
O -0.406 -0.743 2.988
C 0.655 -0.565 2.231
O 0.884 0.384 1.460
O 1.443 -1.585 2.265
H 1.099 -3.501 3.087
H 1.396 -2.207 4.172
H -1.015 -2.316 4.223
H -1.213 -2.621 2.482
C -3.019 0.681 1.061
O -3.036 -0.550 0.356
C -2.011 -0.996 -0.395
O -0.911 -0.432 -0.627
O -2.334 -2.305 -0.745
C -1.355 -3.158 -1.238
H -2.421 0.475 1.949
H -3.903 1.187 1.451
H -2.361 1.436 0.630
H -0.732 -2.799 -2.057
H -1.774 -4.148 -1.418
H -0.669 -3.271 -0.399

Its expectation value of S² is 0.770. As for the multiplicity: 2. As for the max |F|: 0.1981 Eh/bohr. The total charge is +1. The total energy comes out at -3404.351039 Eh. The HOMO-LUMO gap (alpha / beta) is 10.3 / 3.0 eV.

---

[7]
Density functional theory data (ωB97M-V/def2-TZVPD) for an isolated molecule of C6H10FNO2 at a distorted geometry.

Cartesian coordinates (Å):
C 0.829 -1.621 1.841
N 0.540 -1.468 0.430
C 1.197 -0.332 -0.196
C 0.499 1.001 0.144
C -0.236 1.651 -1.035
C -1.595 1.053 -1.284
F -2.431 1.859 -1.997
O -1.677 -0.324 -1.751
C -2.206 -0.060 -0.575
O -2.798 -0.530 0.324
H 1.905 -1.617 2.065
H 0.362 -0.813 2.399
H 0.407 -2.558 2.187
H 0.796 -2.315 -0.065
H 1.173 -0.492 -1.277
H 2.259 -0.267 0.107
H 1.239 1.715 0.509
H -0.216 0.825 0.950
H -0.406 2.711 -0.828
H 0.361 1.582 -1.948

The SMILES is CNCCC[C@@]1(F)OC1=O. As for the max |F|: 0.0297 Eh/bohr. The total charge is 0. The total energy comes out at -539.672395 Eh. The HOMO-LUMO gap is 10.0 eV.

---

[8]
Density functional theory data (ωB97M-V/def2-TZVPD) for a cluster of 2 separate species, C6H10IN3 in total at a distorted geometry.

Cartesian coordinates (Å):
C -1.405 -0.948 -2.542
C -0.655 -0.201 -0.651
C 2.083 0.392 0.697
C 0.271 -1.016 2.019
C -0.143 0.809 0.190
C 0.742 0.436 1.388
N -0.872 -1.979 -1.909
N -0.373 -1.594 -0.779
N -1.216 0.200 -1.869
I -2.371 3.392 -1.406
H -1.875 -0.977 -3.521
H 2.169 -0.444 0.070
H 2.827 0.295 1.477
H 2.186 1.269 0.067
H 0.294 -0.823 3.160
H 0.856 -1.769 1.595
H -0.711 -1.147 1.655
H -0.666 1.841 0.075
H 0.693 1.231 2.147
H -1.836 1.033 -1.862

As for the max |F|: 0.0892 Eh/bohr. The total charge is 0. The total energy comes out at -696.471724 Eh. The HOMO-LUMO gap (alpha / beta) is 4.4 / 4.4 eV.

---

Question: Which of these has the lowest max |F|?
Answer: C6H10FNO2

---

Question: Among the records above, which one has the highest max |F|?
Answer: C6H10F4Li2N2O14S4

---

Question: Which value of max |F| does entry 3 give?
Answer: 0.0806 Eh/bohr

---

Question: Look up the total charge of the second one.
Answer: 0